1.
{"formula": "C47H57BCl4N10O2S5Sr", "method": "ωB97M-V with the def2-TZVPD basis set", "lumo_ev": 0.2, "de_lowest_kcal_mol": 23.8, "orbital_gap_ev": 6.7, "spin_multiplicity": 1, "total_charge": 0, "homo_energy_ev": -6.47, "symbols": ["Sr", "C", "C", "C", "C", "N", "C", "C", "N", "B", "N", "C", "C", "N", "C", "S", "C", "C", "C", "C", "N", "C", "C", "N", "C", "S", "C", "C", "C", "C", "C", "S", "H", "H", "H", "H", "H", "H", "H", "H", "H", "H", "H", "H", "H", "H", "H", "H", "H", "H", "H", "H", "H", "H", "H", "H", "H", "H", "H", "H", "H", "H", "H", "H", "H", "H", "Cl", "C", "Cl", "H", "H", "S", "C", "N", "C", "C", "C", "C", "C", "C", "H", "H", "H", "H", "H", "C", "N", "C", "C", "N", "C", "S", "H", "H", "H", "H", "H", "H", "Cl", "C", "C", "C", "C", "C", "Cl", "C", "N", "C", "C", "C", "C", "C", "C", "C", "C", "O", "O", "H", "H", "H", "H", "H", "H", "H", "H", "H", "H"], "coordinates": [[-0.61280, 0.38180, 0.57760], [1.39870, 4.66640, 0.16171], [2.85283, 4.57018, 0.63510], [2.97679, 4.86349, 2.13483], [3.66503, 5.62438, -0.11570], [3.40564, 3.22258, 0.33294], [4.51834, 3.02389, -0.47195], [4.79276, 1.71255, -0.46997], [3.85459, 1.05943, 0.30159], [4.12157, -0.44981, 0.66305], [3.52444, -0.70373, 2.07762], [4.28992, -0.27254, 3.13733], [3.64327, -0.55424, 4.27471], [2.45445, -1.17955, 3.93796], [2.36236, -1.21897, 2.56899], [1.04183, -1.80838, 1.66168], [1.52991, -1.60910, 5.02364], [2.38235, -2.19647, 6.15953], [0.77770, -0.36379, 5.49693], [0.53690, -2.69496, 4.60953], [3.73917, -1.58982, -0.33950], [3.70152, -2.87090, 0.17910], [3.55749, -3.74249, -0.82060], [3.51323, -3.02777, -2.00927], [3.69335, -1.69060, -1.70725], [4.00383, -0.44253, -2.79597], [3.45391, -3.80197, -3.28246], [3.08677, -3.00834, -4.53493], [2.37578, -4.88219, -3.10738], [4.83518, -4.43203, -3.48943], [3.00056, 1.99821, 0.80919], [1.74727, 1.75984, 1.95748], [1.01343, 5.66717, 0.36448], [0.77936, 3.94054, 0.68080], [1.34011, 4.47569, -0.91137], [2.62842, 5.87721, 2.33868], [4.02012, 4.78289, 2.44654], [2.38612, 4.16405, 2.71712], [3.25433, 6.60433, 0.12262], [3.60325, 5.48563, -1.19621], [4.71194, 5.61732, 0.18998], [5.03213, 3.81838, -0.97647], [5.57181, 1.17118, -0.96925], [5.31749, -0.54591, 0.79936], [5.24661, 0.19361, 2.98268], [3.93499, -0.35293, 5.28739], [2.92742, -1.43393, 6.71576], [3.09631, -2.91853, 5.76129], [1.73220, -2.71394, 6.86308], [1.47365, 0.40017, 5.84788], [0.09515, -0.62050, 6.30859], [0.20347, 0.05537, 4.66976], [1.03994, -3.51570, 4.10057], [-0.23326, -2.31952, 3.94699], [0.06040, -3.08480, 5.51104], [3.78825, -3.05695, 1.23272], [3.48787, -4.81262, -0.77765], [2.06875, -2.62553, -4.47480], [3.14423, -3.69145, -5.38552], [3.76192, -2.18219, -4.70537], [1.46438, -4.44093, -2.70181], [2.69645, -5.68378, -2.44212], [2.14101, -5.32094, -4.07699], [5.58143, -3.64531, -3.60923], [4.84276, -5.05732, -4.38314], [5.11355, -5.04577, -2.63147], [-0.38303, -0.85376, -2.02936], [0.00591, 0.72842, -2.71030], [0.82176, 1.73176, -1.52940], [-0.91861, 1.21852, -2.98813], [0.68724, 0.58476, -3.54298], [-3.35972, 3.59508, 3.28557], [-2.35406, 2.81212, 2.11382], [-2.01135, 1.60153, 2.38111], [-2.55525, 1.17205, 3.57809], [-2.40798, -0.09726, 4.13613], [-3.01345, -0.36010, 5.34769], [-3.76128, 0.61957, 6.00842], [-3.93494, 1.87688, 5.46234], [-3.32604, 2.14381, 4.24126], [-2.05726, 3.32945, 1.21132], [-1.86272, -0.86028, 3.59353], [-2.90135, -1.34151, 5.78994], [-4.22183, 0.39141, 6.96074], [-4.51880, 2.63274, 5.97007], [-3.53801, -4.51057, -0.49056], [-4.26838, -3.46653, 0.18944], [-5.50661, -2.95157, -0.15907], [-5.77034, -1.93355, 0.67908], [-4.69982, -1.84444, 1.54847], [-3.75605, -2.77345, 1.24473], [-2.32680, -3.08074, 2.03353], [-4.10146, -4.81955, -1.36805], [-3.38994, -5.36098, 0.17483], [-2.55599, -4.13645, -0.78141], [-6.08073, -3.35868, -0.97202], [-6.62612, -1.28735, 0.74824], [-4.55198, -1.12539, 2.23406], [-1.46025, 1.08089, -5.84064], [-1.86866, 2.55266, -5.01478], [-0.87566, 3.51393, -4.92061], [-1.13641, 4.74050, -4.33945], [-2.40888, 5.00795, -3.86509], [-3.38806, 4.04086, -3.95516], [-4.97802, 4.41559, -3.34758], [-3.16314, 2.76453, -4.50405], [-4.20888, 1.85654, -4.57729], [-4.09344, 0.45870, -4.26087], [-4.20626, -0.46981, -5.28978], [-4.12918, -1.82506, -5.03040], [-3.93224, -2.25986, -3.72645], [-3.85775, -1.34001, -2.69652], [-3.95884, 0.03168, -2.93614], [-4.00351, 1.00096, -1.77317], [-2.83651, 0.83865, -0.78578], [-1.98796, 1.76458, -0.72436], [-2.78499, -0.19588, -0.07983], [0.10276, 3.29012, -5.32392], [-0.36061, 5.49012, -4.27483], [-2.64086, 5.96416, -3.41769], [-5.06973, 2.25408, -4.23339], [-4.33556, -0.10948, -6.30123], [-4.22479, -2.53736, -5.83975], [-3.85459, -3.31774, -3.50593], [-3.71564, -1.66531, -1.67552], [-4.92134, 0.81841, -1.20672], [-4.00666, 2.03214, -2.11623]], "mulliken_charge": [1.36, -1.41, 1.45, -1.67, -2.30, 0.69, -0.47, -1.48, 1.14, 0.13, 0.12, -1.77, -0.22, 0.85, -0.39, -0.25, 1.46, -1.90, -1.25, -1.94, 0.41, -1.87, -0.21, 0.58, 0.29, -0.49, 1.23, -1.82, -1.69, -1.62, -0.62, -0.37, 0.56, 0.06, 0.33, 0.50, 0.38, 0.26, 0.44, 0.45, 0.53, 0.57, 0.77, -0.19, 0.66, 0.53, 0.44, 0.40, 0.46, 0.40, 0.44, -0.01, 0.39, 0.20, 0.51, 0.76, 0.55, 0.29, 0.51, 0.46, 0.37, 0.40, 0.46, 0.34, 0.45, 0.36, 0.00, 0.22, 0.06, -0.96, 0.69, -0.34, -0.65, 1.00, -1.13, -0.13, -0.99, -0.75, -0.37, 0.98, 0.40, 0.65, 0.53, 0.40, 0.43, -0.96, 0.34, -0.12, -0.74, 0.23, -0.33, -0.36, 0.33, 0.33, 0.33, 0.48, 0.47, 0.10, -0.12, 0.53, -0.54, -0.55, -0.72, 0.96, -0.25, -0.74, -0.20, -0.72, -0.43, -0.62, -1.00, 0.10, 0.45, -0.47, 1.26, -0.71, -0.18, 0.43, 0.45, 0.44, 0.44, 0.53, 0.40, 0.39, 0.45, 0.56, -0.26]}



2.
{"formula": "C47H57N9O2S2SiTi", "method": "ωB97M-V with the def2-TZVPD basis set", "lumo_ev": [-0.6, -0.6], "de_lowest_kcal_mol": 426.5, "s2": 2.025, "orbital_gap_ev": [4.0, 6.7], "spin_multiplicity": 3, "total_charge": 0, "homo_energy_ev": [-4.66, -7.38], "symbols": ["Ti", "C", "C", "N", "C", "C", "C", "C", "C", "C", "C", "C", "C", "N", "C", "H", "H", "H", "H", "H", "H", "H", "H", "C", "C", "C", "C", "C", "C", "C", "S", "O", "O", "N", "C", "C", "C", "C", "C", "C", "C", "C", "N", "C", "H", "H", "H", "H", "H", "H", "H", "H", "H", "H", "H", "H", "H", "C", "C", "C", "C", "C", "C", "N", "N", "Si", "C", "C", "C", "H", "H", "H", "H", "H", "H", "H", "H", "H", "H", "H", "H", "H", "H", "H", "C", "C", "N", "C", "S", "N", "C", "C", "H", "H", "H", "H", "H", "H", "H", "H", "H", "H", "H", "H", "C", "C", "C", "C", "C", "N", "H", "H", "H", "H", "H", "H", "H", "H", "H"], "coordinates": [[0.19207, 1.32695, -0.84687], [-3.70289, 0.51001, 1.01119], [-2.66379, 0.76458, 0.09078], [-1.62254, 1.44302, 0.43701], [-1.65552, 2.22463, 1.64936], [-2.87384, 2.31342, 2.42411], [-3.95506, 1.45281, 2.04175], [-2.69366, 2.76226, 3.76639], [-1.60187, 3.28573, 4.16962], [-0.33712, 3.25099, 3.42000], [0.94030, 3.66443, 3.91324], [2.07162, 3.10451, 3.23781], [1.95433, 2.51487, 2.06168], [0.76033, 2.32135, 1.33919], [-0.39672, 2.59618, 2.27931], [-4.67584, 0.20865, 0.34118], [-2.58900, 0.25203, -1.13630], [-4.64352, 1.56612, 2.77532], [-3.55577, 2.64776, 4.36679], [-1.24038, 3.64585, 5.17274], [1.04863, 4.16853, 4.86167], [3.14751, 3.29616, 3.74935], [2.64657, 1.93638, 1.69897], [0.25537, -6.41898, -0.63769], [0.57442, -5.05510, -0.15358], [1.86524, -4.81508, 0.38344], [2.12113, -3.54921, 0.87129], [1.13395, -2.55897, 0.89098], [-0.11867, -2.75114, 0.28539], [-0.37011, -4.02230, -0.21093], [1.41631, -0.88002, 1.33794], [2.46157, -0.95677, 2.33616], [0.12256, -0.43831, 1.80328], [1.73072, -0.05605, 0.06792], [3.00037, -0.25883, -0.77793], [4.03165, -0.77534, -0.15187], [5.30303, -0.93625, -1.00990], [5.31811, -0.47438, -2.22147], [4.24325, 0.17828, -2.69312], [4.29099, 0.88860, -4.06356], [3.28238, 1.67952, -4.40956], [2.02964, 1.78536, -3.62386], [1.92397, 0.95997, -2.51819], [2.99089, 0.30734, -2.08204], [0.90267, -6.71512, -1.43112], [-0.77017, -6.54068, -0.87742], [0.40730, -7.17203, 0.17703], [2.50152, -5.69309, 0.37420], [3.09039, -3.41334, 1.37556], [-0.80695, -2.02200, 0.36572], [-1.28096, -4.22399, -0.65277], [4.17367, -1.02135, 0.82899], [6.13271, -1.06019, -0.49839], [6.43460, -0.28959, -2.52517], [5.37563, 0.93947, -4.47044], [3.15311, 2.26511, -5.59855], [1.12385, 2.37683, -3.95587], [-2.77348, 0.49818, -3.34474], [-2.32493, 1.84045, -3.12841], [-2.91601, 2.93117, -3.78836], [-2.43114, 4.24562, -3.57741], [-1.31895, 4.55172, -2.80020], [-0.78973, 3.41130, -2.12562], [-1.23656, 2.03304, -2.34768], [0.27184, 3.39792, -1.36471], [1.32429, 4.74921, -0.84446], [1.59915, 5.99066, -2.28599], [0.85454, 5.70875, 0.70167], [3.08528, 4.22383, -0.80485], [-3.27995, 0.52138, -4.23420], [-3.13769, 0.02716, -2.41363], [-1.90196, -0.20863, -3.71127], [-3.79425, 2.84359, -4.32693], [-2.93578, 4.98021, -4.19428], [-0.90178, 5.54400, -2.51470], [1.83596, 6.94264, -1.78683], [0.76094, 6.14717, -2.85741], [2.41925, 5.66394, -2.96431], [1.19324, 5.98446, 1.45541], [-0.57744, 5.75042, 1.64980], [0.45529, 6.62143, 0.24129], [3.99150, 4.92631, -0.80334], [3.73711, 3.31596, -1.67879], [3.41252, 3.34711, 0.11379], [-4.54110, -4.55683, 5.65416], [-4.39806, -3.42917, 4.67889], [-3.69478, -3.91511, 3.48705], [-3.10890, -3.01959, 2.53888], [-3.63145, -3.12321, 0.90632], [-2.20824, -2.15524, 2.94999], [-1.41001, -2.05353, 4.24148], [-1.90320, -0.97565, 5.08288], [-5.29150, -4.23021, 6.35826], [-3.62245, -4.69744, 6.22831], [-4.97577, -5.47566, 5.18567], [-3.87614, -2.60702, 5.14877], [-5.39633, -3.15484, 4.46712], [-4.24056, -4.62159, 3.05693], [-1.88346, -1.40717, 2.38160], [-0.43477, -1.97048, 3.74088], [-1.61083, -3.07688, 4.65321], [-2.42307, -0.05265, 4.55745], [-1.12332, -0.64180, 5.74380], [-2.65155, -1.32344, 5.83064], [1.55480, -1.81036, -4.62856], [0.99127, -2.44181, -3.36998], [-0.16993, -3.48155, -3.71243], [2.05715, -3.29999, -2.60495], [0.31531, -1.51411, -2.53839], [-0.20817, -0.73908, -1.86255], [1.81354, -2.64525, -5.43699], [2.38787, -1.15063, -4.42351], [0.72209, -1.19154, -5.08967], [0.21865, -4.48383, -3.89699], [-0.57992, -3.20282, -4.67162], [-0.81132, -3.60272, -3.00143], [2.38444, -4.08816, -3.22724], [1.59028, -3.67438, -1.69470], [2.94017, -2.71482, -2.35590]], "mulliken_spin": [0.99, 0.07, 0.00, 0.00, 0.12, 0.03, 0.07, -0.01, 0.00, -0.06, 0.24, 0.04, 0.05, 0.14, 0.10, 0.00, 0.02, 0.03, 0.00, 0.00, 0.01, 0.00, 0.03, 0.00, 0.00, 0.00, 0.00, 0.00, 0.00, 0.00, 0.00, 0.00, 0.03, -0.06, 0.06, 0.00, 0.00, 0.00, 0.01, 0.00, 0.00, 0.04, -0.03, -0.04, 0.00, 0.00, 0.00, 0.00, 0.00, 0.01, 0.00, 0.00, 0.00, 0.00, 0.00, 0.00, 0.00, 0.00, 0.01, 0.00, 0.01, -0.01, 0.04, -0.01, -0.01, 0.00, 0.00, 0.01, 0.02, 0.00, 0.00, 0.00, 0.00, 0.00, 0.00, 0.00, 0.00, 0.00, 0.00, 0.00, 0.00, 0.00, 0.00, 0.00, 0.00, 0.00, 0.00, 0.00, 0.00, 0.01, 0.00, -0.01, 0.00, 0.00, 0.00, 0.00, 0.00, 0.00, 0.00, 0.00, 0.00, 0.01, 0.00, 0.00, 0.00, 0.00, 0.00, 0.00, 0.01, 0.01, 0.00, 0.00, 0.00, 0.00, 0.00, 0.00, 0.00, 0.00, 0.00]}